Model P:
# C15H18O

2 unconnected molecules or ions with the total composition C15H18O (ωB97M-V with the def2-TZVPD basis set, the Open Molecules 2025 dataset).

Each line ends with the Mulliken charge.
Cartesian coordinates (Å):
1 C 2.699 -2.478 -0.449  -0.25
2 C 1.592 -3.479 -0.805  -1.30
3 C 2.469 -1.029 -1.049  0.48
4 C 3.184 0.043 -0.525  -0.59
5 C 1.225 -0.746 -1.663  -0.20
6 C 2.721 1.327 -0.795  -0.42
7 C 0.786 0.564 -1.983  -0.71
8 C 1.538 1.587 -1.476  -0.42
9 H 2.613 -2.275 0.599  0.33
10 H 3.672 -2.776 -0.876  0.29
11 H 1.580 -3.943 -1.801  0.35
12 H 4.042 -0.001 0.130  0.36
13 H 0.577 -1.578 -1.853  0.26
14 H 3.363 2.142 -0.487  0.36
15 H -0.119 0.554 -2.550  0.44
16 H 1.306 2.651 -1.642  0.35
17 H 0.555 -3.127 -0.706  0.29
18 H 1.600 -4.317 -0.126  0.37
19 C -1.779 -0.283 3.172  -1.33
20 C -2.138 0.635 2.025  0.79
21 C -2.453 0.000 0.831  -0.60
22 C -2.026 2.051 2.028  -0.59
23 C -2.616 0.677 -0.370  -0.39
24 C -2.107 2.701 0.853  -0.34
25 C -2.524 2.064 -0.336  0.40
26 O -2.638 2.777 -1.488  -0.56
27 H -2.179 -1.276 2.999  0.38
28 H -2.160 0.044 4.152  0.37
29 H -2.172 -1.050 0.792  0.21
30 H -1.812 2.630 2.957  0.32
31 H -2.734 0.085 -1.251  0.40
32 H -2.041 3.745 0.534  0.35
33 H -3.339 2.514 -2.079  0.33
34 H -0.684 -0.433 3.236  0.25

molar mass	214.31	g mol⁻¹
Kohn-Sham gap	9.10	eV
E_LUMO	0.79	eV

Model Q:
# C15H18O

2 unconnected molecules or ions with the total composition C15H18O (ωB97M-V with the def2-TZVPD basis set, the Open Molecules 2025 dataset).

Each line ends with the Mulliken charge.
Cartesian coordinates (Å):
1 C -0.717 -3.000 -0.895  -0.84
2 C 0.740 -3.447 -0.964  -1.24
3 C -0.988 -1.795 0.009  0.62
4 C -2.150 -1.059 -0.115  -0.69
5 C -0.140 -1.408 1.083  -0.43
6 C -2.492 0.018 0.668  -0.75
7 C -0.381 -0.241 1.813  -0.70
8 C -1.618 0.393 1.669  0.81
9 O -2.030 1.207 2.712  -0.56
10 H -1.192 -2.809 -1.871  0.40
11 H -1.310 -3.799 -0.459  0.40
12 H 1.538 -2.753 -0.669  0.34
13 H -2.927 -1.452 -0.737  0.43
14 H 0.542 -2.146 1.519  0.42
15 H -3.515 0.295 0.889  0.40
16 H 0.245 0.086 2.602  0.43
17 H -2.624 1.849 2.312  0.32
18 H 1.007 -4.085 -1.833  0.28
19 H 0.692 -4.173 -0.173  0.39
20 C -0.395 3.345 -1.202  -1.55
21 C 2.595 0.558 0.093  -0.43
22 C 2.706 1.924 0.364  -0.67
23 C 1.520 0.092 -0.650  -0.30
24 C 1.544 2.670 0.275  -0.52
25 C 0.531 0.962 -1.169  -0.90
26 C 0.543 2.246 -0.619  0.99
27 H 3.400 0.001 0.508  0.42
28 H 3.581 2.233 0.919  0.34
29 H 1.621 -0.867 -1.105  0.74
30 H 1.425 3.634 0.761  0.39
31 H 0.023 0.598 -2.067  0.36
32 H 0.174 4.193 -1.582  0.37
33 H -0.774 3.724 -0.239  0.37
34 H -1.175 3.002 -1.846  0.36

molar mass	214.31	g mol⁻¹
Kohn-Sham gap	8.96	eV
E_LUMO	0.84	eV

Model R:
# C15H18O

2 unconnected molecules or ions with the total composition C15H18O (ωB97M-V with the def2-TZVPD basis set, the Open Molecules 2025 dataset).

Each line ends with the Mulliken charge.
Cartesian coordinates (Å):
1 C -0.558 2.147 -1.732  -0.64
2 C 0.618 1.508 -2.517  -1.14
3 C -0.112 2.684 -0.391  -0.08
4 C -0.179 4.036 -0.086  -0.50
5 C 0.404 1.836 0.581  0.15
6 C 0.279 4.547 1.124  -0.57
7 C 0.945 2.319 1.761  -0.41
8 C 0.820 3.669 2.050  0.48
9 O 1.391 4.116 3.236  -0.55
10 H -1.128 2.884 -2.287  0.41
11 H -1.233 1.323 -1.494  0.25
12 H 1.539 1.692 -1.966  0.39
13 H -0.675 4.723 -0.764  0.32
14 H 0.396 0.771 0.386  0.23
15 H 0.193 5.611 1.296  0.33
16 H 1.223 1.653 2.567  0.40
17 H 0.776 4.759 3.604  0.32
18 H 0.882 2.087 -3.416  0.35
19 H 0.363 0.513 -2.863  0.27
20 C 1.215 -2.063 0.473  -0.96
21 C -0.794 -5.266 0.398  -0.52
22 C -1.965 -4.844 -0.209  -0.45
23 C 0.268 -4.377 0.539  -0.41
24 C 0.184 -3.078 0.060  0.58
25 C -2.074 -3.533 -0.674  -0.50
26 C -0.983 -2.690 -0.601  -0.19
27 H -0.743 -6.296 0.705  0.36
28 H -2.733 -5.532 -0.548  0.34
29 H 1.147 -4.806 1.009  0.33
30 H -3.013 -3.197 -1.087  0.37
31 H 1.337 -2.038 1.560  0.35
32 H 0.985 -1.085 0.075  -0.04
33 H -0.999 -1.680 -0.990  0.33
34 H 2.224 -2.395 0.202  0.39

molar mass	214.31	g mol⁻¹
Kohn-Sham gap	9.45	eV
E_LUMO	0.86	eV

Model S:
# C15H18O

2 unconnected molecules or ions with the total composition C15H18O (ωB97M-V with the def2-TZVPD basis set, the Open Molecules 2025 dataset).

Each line ends with the Mulliken charge.
Cartesian coordinates (Å):
1 C -1.901 1.372 -0.837  -0.07
2 C -3.042 2.441 -0.335  -1.38
3 C -0.484 1.809 -0.541  0.51
4 C 0.518 1.282 -1.419  -0.57
5 C -0.056 2.117 0.743  -0.19
6 C 1.872 1.293 -1.195  -0.97
7 C 1.310 1.888 1.127  -0.99
8 C 2.287 1.568 0.080  0.85
9 O 3.508 1.301 0.516  -0.55
10 H -2.094 0.418 -0.606  0.01
11 H -1.899 1.559 -1.942  0.31
12 H -3.401 2.309 0.659  0.37
13 H 0.218 0.957 -2.350  0.47
14 H -0.713 2.370 1.667  0.20
15 H 2.655 1.177 -1.920  0.43
16 H 1.807 2.155 2.033  0.44
17 H 4.030 0.939 -0.175  0.30
18 H -3.810 2.452 -1.106  0.40
19 H -2.681 3.479 -0.268  0.35
20 C 1.362 -2.353 -1.344  -1.64
21 C -1.002 -1.942 2.085  -0.36
22 C 0.292 -2.543 2.200  -0.84
23 C -1.545 -1.490 0.873  -1.05
24 C 0.935 -2.632 1.014  -0.13
25 C -0.814 -1.851 -0.304  0.07
26 C 0.462 -2.397 -0.254  1.05
27 H -1.389 -1.777 3.106  0.30
28 H 0.530 -2.991 3.163  0.39
29 H -2.516 -1.165 0.794  0.62
30 H 1.964 -2.915 1.109  0.33
31 H -1.221 -1.743 -1.360  0.29
32 H 1.709 -3.359 -1.653  0.42
33 H 2.241 -1.633 -1.309  0.16
34 H 0.869 -2.097 -2.248  0.48

molar mass	214.31	g mol⁻¹
Kohn-Sham gap	8.81	eV
E_LUMO	0.71	eV

Result of the stability comparison: model R is the most stable of them.

Model P:
# C3H6IN2

A gas-phase ion, C3H6IN2 (charge +1) (ωB97M-V with the def2-TZVPD basis set, the Open Molecules 2025 dataset).

Each line ends with the Mulliken charge.
Cartesian coordinates (Å):
1 C -1.419 -0.453 -1.708  -0.22
2 C 0.078 0.155 0.379  0.64
3 C 1.558 0.279 0.228  -1.10
4 N -0.633 -0.077 -0.653  -0.22
5 N -0.454 0.354 1.571  -0.35
6 I -1.798 -2.416 -2.172  0.32
7 H -1.806 0.334 -2.340  0.42
8 H 1.886 1.237 0.629  0.35
9 H 2.048 -0.511 0.794  0.34
10 H 1.859 0.207 -0.812  0.32
11 H 0.128 0.596 2.358  0.25
12 H -1.449 0.294 1.726  0.24

molar mass	197.00	g mol⁻¹
Kohn-Sham gap	9.43	eV
total charge	+1
E_LUMO	-4.82	eV

Model Q:
# C3H6IN2

A gas-phase ion, C3H6IN2 (charge +1) (ωB97M-V with the def2-TZVPD basis set, the Open Molecules 2025 dataset).

Each line ends with the Mulliken charge.
Cartesian coordinates (Å):
1 C -0.162 0.476 0.179  0.66
2 C -0.506 -0.795 -0.540  -0.02
3 C -1.036 1.454 0.537  -0.87
4 N 1.212 0.728 0.253  -0.49
5 N 0.503 -1.625 -0.543  -0.33
6 I -3.143 1.151 0.550  0.17
7 H -1.339 -1.084 -1.131  0.41
8 H -0.879 2.347 0.982  0.52
9 H 1.662 1.343 0.863  0.21
10 H 0.580 -2.293 -1.279  0.24
11 H 1.880 0.006 -0.024  0.19
12 H 1.227 -1.709 0.153  0.30

molar mass	197.00	g mol⁻¹
Kohn-Sham gap (alpha / beta)	6.76 / 6.76	eV
total charge	+1
E_LUMO (alpha / beta)	-5.93 / -5.93	eV

Result of the stability comparison: model P is the most stable of them.